No. 1
{
  "formula": "C9H21PS2",
  "method": "the ωB97M-V functional and the def2-TZVPD basis",
  "charge": 0,
  "e_above_lowest_kj_mol": 456.9,
  "species": ["C", "C", "C", "C", "C", "C", "C", "C", "C", "P", "S", "S", "H", "H", "H", "H", "H", "H", "H", "H", "H", "H", "H", "H", "H", "H", "H", "H", "H", "H", "H", "H", "H"],
  "xyz": [[2.6762, -1.8289, -3.2172], [2.6780, 0.1478, 2.8618], [-3.1877, 0.7054, 0.1490], [-4.0418, 2.2067, -1.5088], [2.2796, -0.6722, -2.2913], [2.7492, -0.7257, 1.6582], [2.7509, -0.9786, -0.8281], [-3.9032, 2.0026, -0.0045], [2.4600, -0.0151, 0.3466], [0.1672, 2.1998, 0.7148], [3.4129, 1.5310, 0.1349], [1.8803, 3.0117, 0.3011], [3.7056, -1.7002, -3.3911], [2.4962, -2.7927, -2.8457], [2.1719, -1.7814, -4.1422], [3.4592, -0.1040, 3.4752], [1.6461, 0.1336, 3.3311], [2.8223, 1.1539, 2.6429], [-3.5443, -0.1275, -0.4541], [-2.1858, 0.8032, -0.1771], [-3.1809, 0.3096, 1.1348], [-4.2939, 3.2714, -1.5307], [-4.8331, 1.5724, -1.8559], [-3.1163, 2.0975, -1.8683], [2.7607, 0.2859, -2.6386], [1.2075, -0.3587, -2.3635], [3.7877, -1.2070, 1.6800], [1.9484, -1.5680, 1.7568], [2.2802, -1.9178, -0.6775], [3.8943, -0.9753, -0.7781], [-4.9043, 1.9027, 0.4738], [1.3880, 0.3481, 0.2227], [-3.2280, 2.7278, 0.4057]],
  "atomic_forces_ev_per_a": [[-0.5, 1.8, 0.6], [-3.3, -0.2, 0.1], [-0.2, -1.4, 0.1], [-3.2, 2.4, 3.1], [0.1, 1.9, 0.5], [-0.5, -1.8, -0.2], [1.5, 1.8, -1.0], [-0.8, -1.7, -0.4], [-0.8, 0.2, -1.6], [0.4, 1.0, -0.1], [0.1, -0.5, -0.2], [-1.1, -0.6, 0.3], [1.4, -0.2, -0.4], [-0.3, -1.3, 0.9], [-0.6, 0.3, -1.2], [1.4, -0.7, 2.2], [1.3, -0.3, -0.1], [0.4, 1.9, -0.7], [-0.6, 0.1, -0.3], [1.3, 0.2, -0.2], [0.2, -0.2, 1.2], [-0.4, -0.1, -1.1], [-0.1, -0.2, -0.7], [3.3, -0.8, -2.2], [-0.1, -1.0, 0.2], [0.5, -0.9, 0.4], [-1.4, 0.4, -0.6], [1.6, 1.2, -0.3], [0.1, -1.1, 1.0], [-1.4, -1.0, -0.6], [0.8, 0.7, -0.1], [1.0, -0.6, 0.7], [-0.3, 0.9, 0.6]]
}

=====

No. 2
{
  "formula": "C6H8O2",
  "method": "the ωB97M-V functional and the def2-TZVPD basis",
  "charge": 0,
  "e_above_lowest_kj_mol": 511.1,
  "species": ["C", "C", "C", "C", "C", "C", "O", "O", "H", "H", "H", "H", "H", "H", "H", "H"],
  "xyz": [[0.9822, -0.1147, -0.1412], [1.5414, -1.2229, 0.7307], [-0.5421, 0.3731, 0.6602], [-0.6609, 1.3028, -0.3949], [-1.6006, -0.8220, 0.3571], [-0.9192, 1.9899, -1.4580], [-0.4146, 0.5966, 1.9001], [-1.5632, -1.6141, -0.5355], [-2.3163, -0.8412, 1.1968], [0.8026, -0.4679, -1.1554], [1.6527, 0.7440, -0.1219], [-0.1133, 2.3587, -2.0909], [-1.9401, 2.2101, -1.7611], [1.5902, -0.9055, 1.7711], [0.9470, -2.1341, 0.6582], [2.5540, -1.4528, 0.3849]],
  "atomic_forces_ev_per_a": [[0.2, 0.1, -0.4], [-0.2, 0.0, 0.3], [-0.6, -0.1, 0.1], [-0.6, -0.6, 0.3], [0.9, 0.1, -0.3], [0.7, 0.0, -0.1], [0.1, 0.0, -0.3], [-0.1, 0.3, 0.2], [0.0, 0.0, 0.0], [-0.1, 0.2, 0.0], [-0.1, 0.0, -0.1], [-0.1, -0.2, -0.1], [0.1, 0.1, 0.3], [0.0, 0.0, 0.0], [0.0, 0.1, 0.0], [-0.1, 0.1, 0.0]]
}

=====

No. 3
{
  "formula": "C5H14N",
  "method": "the ωB97M-V functional and the def2-TZVPD basis",
  "charge": 1,
  "e_above_lowest_kj_mol": 781.7,
  "species": ["C", "C", "C", "C", "C", "N", "H", "H", "H", "H", "H", "H", "H", "H", "H", "H", "H", "H", "H", "H"],
  "xyz": [[-0.2256, 0.5955, 0.3380], [-1.0799, 0.0627, -0.7179], [-1.1065, 0.7395, -2.1859], [0.2037, -0.8602, -0.4725], [-0.0531, -2.2417, -0.0060], [-0.4180, 2.0578, 0.3080], [2.4092, 0.9639, 1.1050], [2.0478, -0.5942, 4.1360], [-2.2231, -0.3628, -0.5038], [-1.5368, -0.0014, -2.9832], [-1.7867, 1.5613, -2.0142], [-0.0993, 1.1044, -2.4875], [1.0279, -0.6851, -1.1331], [1.8628, 1.1853, 1.4595], [-0.7898, -2.7929, -0.6186], [0.9205, -2.8133, 0.0826], [-0.4990, -2.2273, 1.0584], [1.9905, -0.8084, 3.3400], [0.4177, 2.6002, 0.3298], [-1.0623, 2.5165, 0.9653]],
  "atomic_forces_ev_per_a": [[-2.1, 3.0, -3.8], [-2.1, -3.1, -0.9], [-0.5, -0.9, 0.9], [-2.6, 2.4, 0.4], [0.7, -1.1, 3.0], [2.0, -3.0, 1.4], [1.9, -0.7, -1.2], [-0.2, -0.6, -2.3], [3.3, 0.5, -0.3], [0.9, 1.3, 1.8], [-0.1, 0.4, -0.8], [-0.7, -0.3, 0.3], [0.5, 0.2, -0.1], [-1.6, 0.8, 1.3], [0.5, 0.5, -0.1], [-1.2, 0.5, -0.2], [0.6, -0.1, -1.6], [0.2, 0.6, 2.3], [1.2, 0.2, 0.6], [-0.7, -0.8, -0.7]]
}

=====

No. 4
{
  "formula": "C25H45Cl2N6O6P3",
  "method": "the ωB97M-V functional and the def2-TZVPD basis",
  "charge": 0,
  "smiles": "C/C(Cl)=C(\\Cl)c1ccc2c(c1)C(=O)C=C(P(O)O)C2=O.CN(C)P(=O)(N(C)C)N(C)C.CN(C)P(=O)(N(C)C)N(C)C",
  "species": ["C", "C", "Cl", "C", "Cl", "C", "C", "C", "C", "C", "C", "C", "O", "C", "C", "P", "O", "O", "C", "O", "H", "H", "H", "H", "H", "H", "H", "H", "H", "C", "N", "C", "P", "O", "N", "C", "C", "N", "C", "C", "H", "H", "H", "H", "H", "H", "H", "H", "H", "H", "H", "H", "H", "H", "H", "H", "H", "H", "C", "N", "C", "P", "O", "N", "C", "C", "N", "C", "C", "H", "H", "H", "H", "H", "H", "H", "H", "H", "H", "H", "H", "H", "H", "H", "H", "H", "H"],
  "xyz": [[-1.4713, 2.6927, 3.9154], [-0.1276, 2.7692, 3.2603], [0.9904, 3.8054, 4.0825], [0.2224, 2.1341, 2.1387], [-0.9583, 1.1208, 1.3602], [1.5241, 2.2081, 1.4294], [1.5063, 2.3077, 0.0372], [2.6708, 2.3493, -0.7080], [3.8799, 2.2802, -0.0372], [3.9088, 2.2031, 1.3502], [2.7462, 2.1703, 2.0951], [5.2574, 2.1296, 1.9863], [5.5276, 2.6569, 3.0399], [6.2620, 1.3767, 1.1792], [6.2383, 1.4291, -0.1584], [7.4181, 0.4983, -1.2196], [7.4807, -0.9360, -0.4146], [6.4943, 0.1410, -2.5169], [5.1721, 2.2785, -0.7862], [5.3413, 2.9086, -1.8012], [-2.0176, 1.8085, 3.6038], [-2.0546, 3.5445, 3.5578], [-1.3915, 2.7187, 4.9969], [0.5563, 2.3360, -0.4754], [2.6631, 2.4288, -1.7849], [2.7973, 2.1085, 3.1701], [6.9976, 0.7499, 1.6714], [6.6466, -1.0686, 0.0608], [5.7839, -0.4743, -2.2835], [-5.0260, 4.8530, 1.9922], [-5.5028, 3.5892, 1.4601], [-4.4688, 2.8805, 0.7217], [-6.4462, 2.5199, 2.4183], [-5.4621, 2.0051, 3.4219], [-7.5672, 3.2832, 3.4544], [-8.0060, 4.6554, 3.3335], [-7.5338, 2.8780, 4.8564], [-7.6719, 2.2733, 1.1795], [-7.9135, 0.8524, 0.8817], [-7.7168, 3.0462, -0.0515], [-4.5932, 5.4405, 1.1792], [-4.2711, 4.7373, 2.7822], [-5.8464, 5.4511, 2.3804], [-4.9193, 2.1440, 0.0460], [-3.7795, 2.3476, 1.3875], [-3.8915, 3.5687, 0.1036], [-7.2844, 5.3570, 3.7711], [-8.9533, 4.7930, 3.8613], [-8.1920, 4.9407, 2.2968], [-6.7403, 3.3829, 5.4219], [-7.3803, 1.8073, 4.9490], [-8.4946, 3.1108, 5.3206], [-7.0916, 0.4017, 0.3124], [-8.8350, 0.7308, 0.3112], [-8.0278, 0.2890, 1.8119], [-6.9517, 2.7572, -0.7828], [-7.6228, 4.1109, 0.1354], [-8.6983, 2.8803, -0.5036], [1.6869, -4.5731, -4.4165], [3.0966, -4.3003, -4.1997], [3.5620, -3.1795, -5.0014], [3.7697, -4.2801, -2.6069], [3.0989, -3.0436, -2.0678], [3.1444, -5.4354, -1.5182], [2.3722, -6.5988, -1.8919], [2.7050, -4.9282, -0.2219], [5.0567, -5.4035, -3.0964], [6.4079, -4.8903, -2.8123], [5.0670, -6.0989, -4.3743], [1.5104, -4.6985, -5.4876], [1.0253, -3.7804, -4.0425], [1.3943, -5.5156, -3.9597], [4.6536, -3.2124, -5.1044], [3.2944, -2.2111, -4.5610], [3.1433, -3.2317, -6.0067], [1.3187, -6.3490, -2.0697], [2.4000, -7.3398, -1.0888], [2.7724, -7.0951, -2.7766], [1.7005, -4.4886, -0.2611], [3.3870, -4.1699, 0.1516], [2.7000, -5.7457, 0.5021], [6.6988, -4.0860, -3.4979], [7.1468, -5.6890, -2.8856], [6.4522, -4.4959, -1.7925], [5.3379, -5.4598, -5.2231], [4.1110, -6.5637, -4.5907], [5.8099, -6.8985, -4.3003]],
  "atomic_forces_ev_per_a": [[0.0, 0.1, -0.4], [-0.2, -0.5, 0.1], [0.0, 0.2, 0.0], [0.4, 0.2, 0.3], [-0.1, -0.1, -0.1], [-0.2, 0.1, -0.2], [-0.1, 0.0, -0.2], [0.1, 0.1, 0.3], [0.0, 0.0, -0.2], [0.3, -0.1, 0.0], [-0.1, 0.1, -0.1], [0.1, 0.2, 0.2], [-0.1, -0.3, 0.1], [0.2, -0.4, -0.5], [-0.6, -0.3, 0.2], [1.1, 0.3, -0.7], [-0.5, 0.5, 0.3], [-0.2, -0.2, 0.4], [0.1, 0.1, 0.0], [0.0, -0.1, -0.1], [0.0, -0.1, 0.1], [-0.1, 0.1, 0.3], [0.0, 0.1, 0.0], [-0.1, 0.0, 0.0], [-0.1, 0.0, -0.1], [0.1, -0.1, 0.0], [0.1, 0.3, 0.3], [0.1, -0.3, 0.1], [-0.2, 0.1, -0.3], [0.0, 0.0, 0.3], [-0.5, 0.5, -0.2], [-0.1, -0.4, 0.0], [-0.5, 4.8, 0.6], [-0.6, -2.5, -1.2], [0.3, -0.1, 0.6], [-0.4, 0.0, -0.4], [0.3, 0.0, 0.1], [1.1, -2.3, 0.0], [-0.2, 0.0, 0.3], [0.3, 0.2, -0.2], [0.1, -0.1, 0.0], [0.0, 0.0, 0.0], [0.0, -0.1, 0.1], [0.0, 0.0, 0.1], [0.1, 0.0, -0.1], [-0.1, 0.1, 0.0], [-0.1, 0.0, 0.0], [0.0, -0.1, 0.0], [0.1, -0.1, 0.0], [0.0, 0.0, 0.0], [0.1, 0.0, 0.0], [0.0, 0.1, -0.1], [-0.1, 0.0, -0.1], [0.0, 0.1, 0.0], [0.0, 0.0, 0.0], [0.0, 0.0, 0.0], [0.1, 0.0, 0.1], [0.0, -0.1, 0.1], [-0.2, 0.1, 0.2], [-0.2, -0.6, -0.2], [0.3, 0.1, 0.2], [-4.3, -3.3, -1.7], [3.0, 1.1, 0.6], [-0.1, 0.5, 0.6], [0.4, -0.4, -0.2], [-0.2, 0.2, -0.1], [1.6, 2.1, 0.6], [-0.1, -0.1, 0.4], [-0.2, 0.2, -0.4], [0.0, 0.1, 0.0], [0.0, 0.0, 0.0], [0.0, 0.1, 0.1], [0.0, 0.0, 0.1], [0.0, 0.0, -0.1], [0.0, -0.1, 0.0], [0.0, 0.0, 0.0], [0.0, 0.0, 0.0], [0.0, 0.1, -0.1], [0.0, 0.0, 0.1], [0.0, 0.1, 0.0], [0.0, -0.1, -0.1], [0.1, -0.1, 0.0], [0.0, 0.0, 0.0], [0.0, 0.0, 0.0], [0.0, 0.0, 0.0], [0.0, 0.1, 0.0], [0.1, 0.1, 0.1]]
}

=====

No. 5
{
  "formula": "C3H7NO2",
  "method": "the ωB97M-V functional and the def2-TZVPD basis",
  "charge": 0,
  "smiles": "NCCC(=O)O",
  "e_above_lowest_kj_mol": 89.3,
  "species": ["N", "C", "C", "C", "O", "O", "H", "H", "H", "H", "H", "H", "H"],
  "xyz": [[0.6361, -0.3619, 2.0599], [-0.0698, -0.4044, 0.7968], [0.3928, 0.5758, -0.2640], [-0.3493, 0.3741, -1.5731], [-0.8662, 1.2910, -2.1556], [-0.6144, -0.9106, -1.8956], [1.2713, 0.4152, 2.1161], [0.0474, -0.5335, 2.8543], [-0.0750, -1.4123, 0.3651], [-1.1520, -0.2808, 0.9555], [1.4725, 0.5822, -0.4403], [0.1382, 1.5989, 0.0177], [-0.8316, -0.9337, -2.8368]],
  "atomic_forces_ev_per_a": [[0.5, -0.2, -0.8], [-1.0, -1.1, -0.2], [-0.1, 0.4, -0.1], [-1.2, 0.5, 0.9], [0.6, -0.1, -0.6], [1.0, -0.2, -0.2], [-0.2, 0.1, 0.5], [0.1, 0.4, 0.2], [0.6, 0.0, 0.1], [0.1, 0.5, 0.0], [0.0, -0.4, 0.0], [0.1, 0.0, 0.1], [-0.4, 0.1, 0.0]]
}

=====

Result set for HOMO-LUMO gap: 6.539 7.755 8.509 7.394 9.848 eV, one per record in the order listed.